# 1
25
Properties=species:S:1:pos:R:3 method="wB97M-V/def2-TZVPD" charge=0 e_homo_ev=-9.998 multiplicity=1 e_above_lowest_kcal_mol=16.7 e_tot_ha=-426.7892 smiles=CC(C)[C@](C)(O)[C@@H](C)O
O 0.03 2.51 -1.03
O 1.45 0.21 0.62
C -0.42 1.49 -0.17
C -0.42 2.03 1.26
C -1.36 -1.07 1.09
C 0.35 -2.39 -0.12
C 1.01 0.16 -1.76
C 0.41 0.17 -0.34
C -0.48 -1.10 -0.17
H -0.89 1.35 1.96
H -0.32 -3.24 -0.12
H -1.45 1.29 -0.50
H 2.01 -0.56 0.47
H 1.76 0.94 -1.85
H -2.11 -0.29 1.04
H -0.74 -0.93 1.97
H 0.60 2.19 1.59
H 0.23 0.34 -2.49
H 1.48 -0.79 -1.98
H -1.14 -1.14 -1.04
H 1.01 -2.49 -0.97
H -0.96 2.97 1.27
H 0.94 -2.43 0.79
H 0.88 2.81 -0.71
H -1.87 -2.03 1.19

# 2
21
Properties=species:S:1:pos:R:3 method="wB97M-V/def2-TZVPD" charge=0 e_homo_ev=-9.222 multiplicity=1 e_above_lowest_kcal_mol=81.5 e_tot_ha=-403.4468 smiles=CCO[C@H](CN)CO
O 0.15 0.65 0.87
O -2.18 1.21 -0.31
N -0.35 -0.21 -2.20
C 1.47 0.30 1.32
C -0.69 -0.52 0.44
C -2.04 0.25 0.72
C -0.60 -1.08 -1.01
C 2.33 0.40 0.16
H 3.33 0.00 0.34
H 2.35 1.42 -0.36
H -1.22 -0.15 -2.73
H 2.02 -0.29 -0.66
H 1.54 -0.74 1.84
H -1.69 0.75 1.65
H 1.73 1.07 1.99
H 0.16 -1.85 -1.01
H -0.29 0.79 -1.72
H -1.19 1.52 -0.26
H -2.86 -0.46 0.78
H -1.45 -1.68 -1.02
H -0.53 -1.40 1.16

# 3
14
Properties=species:S:1:pos:R:3 method="wB97M-V/def2-TZVPD" charge=+1 e_homo_ev="-13.086 / -12.886" multiplicity=1 e_above_lowest_kcal_mol=74.4 e_tot_ha=-432.2827 smiles="N/C=[NH+]/C=[N+](/[O-])C=O"
O 2.04 -0.72 0.92
O -0.71 -2.50 1.68
N -0.12 -1.63 1.11
N -0.12 2.18 -1.63
N -0.16 0.33 -0.28
C -0.66 1.42 -0.69
C 1.41 -1.71 1.16
C -0.88 -0.62 0.51
H -1.55 1.74 -0.19
H 0.89 2.12 -1.98
H -0.69 2.94 -2.01
H -1.96 -0.95 0.51
H 1.73 -2.60 1.59
H 0.78 0.01 -0.69

# 4
8
Properties=species:S:1:pos:R:3 method="wB97M-V/def2-TZVPD" charge=0 e_homo_ev=-10.342 multiplicity=1 e_above_lowest_kcal_mol=78.5 e_tot_ha=-245.9664
O -0.78 1.30 0.06
N -1.37 -0.92 -0.15
C 2.17 -0.15 0.11
C -0.43 0.15 -0.10
C 0.97 -0.14 -0.12
H -1.25 -1.92 0.56
H -2.34 -0.66 0.64
H 3.16 -0.48 0.06

# 5
82
Properties=species:S:1:pos:R:3 method="wB97M-V/def2-TZVPD" charge=+2 s2=2.018 e_homo_ev="-12.770 / -13.442" multiplicity=3 e_above_lowest_kcal_mol=86.6 e_tot_ha=-4672.1868
Pt 0.23 0.07 -0.11
Br 0.15 1.02 4.52
P 0.34 0.57 -2.30
P -0.31 2.47 0.41
N 2.47 -0.03 0.35
N -2.96 -7.85 1.50
N 4.24 -0.68 1.46
C 0.27 -1.31 -2.52
C -2.01 -5.27 1.05
C 5.05 -1.19 2.58
C 2.11 0.95 -4.35
C -1.95 0.43 1.95
C -2.40 0.23 -3.24
C 1.57 -2.09 -2.37
C -2.33 -0.64 1.09
C -1.30 -3.98 0.78
C -1.01 4.34 2.58
C 2.95 -0.26 1.56
C -1.93 -7.41 2.21
C -1.72 -2.83 0.16
C -0.81 0.33 2.91
C 1.06 5.06 0.28
C -0.01 -1.46 1.38
C 3.54 -0.09 -0.54
C -2.03 3.26 -0.06
C -3.60 -7.05 0.63
C 0.76 3.80 -0.49
C 4.62 -0.59 0.13
C -3.21 -5.72 0.43
C 1.59 1.60 -3.11
C 0.05 -0.66 2.55
C -1.38 -1.60 0.81
C -2.22 4.76 -0.26
C -1.44 -6.11 2.04
C -1.28 1.20 -2.85
C -0.39 3.01 2.17
H 2.65 1.68 -4.94
H -3.22 0.83 -3.65
H 0.56 2.81 2.68
H 1.08 2.55 -3.32
H -2.80 -0.33 -2.38
H 5.59 -0.93 -0.26
H 2.22 -1.69 -1.57
H -2.36 2.77 -0.98
H -2.13 5.35 0.65
H -2.74 2.92 0.71
H -1.02 4.47 3.67
H 5.70 -2.03 2.24
H -0.61 -5.75 2.66
H 0.88 -0.88 3.17
H -1.61 1.76 -1.97
H 2.38 1.85 -2.40
H 0.27 4.08 -1.44
H 1.30 0.56 -4.97
H -1.07 1.91 -3.66
H 0.70 -2.31 1.31
H -2.10 -0.47 -4.02
H -2.07 4.35 2.28
H -2.66 1.26 1.84
H 2.51 -0.06 2.57
H -2.56 -2.90 -0.55
H 1.31 -3.11 -2.06
H 0.27 5.80 0.19
H 5.68 -0.41 3.05
H 2.15 -2.13 -3.30
H -3.82 -5.08 -0.20
H -0.25 -1.46 -3.47
H -1.56 5.19 -1.00
H 1.97 5.57 -0.04
H -0.54 5.22 2.14
H 1.18 4.87 1.33
H -3.24 4.94 -0.60
H -4.44 -7.50 0.10
H -1.10 2.29 2.68
H -0.40 -1.66 -1.69
H 1.69 3.34 -0.79
H -0.35 -3.95 1.38
H -3.31 -0.78 0.63
H 3.48 0.30 -1.54
H 4.34 -1.58 3.34
H -1.43 -8.07 2.95
H 2.79 0.14 -4.12

# 6
41
Properties=species:S:1:pos:R:3 method="wB97M-V/def2-TZVPD" charge=-1 e_homo_ev=-6.684 multiplicity=1 e_above_lowest_kcal_mol=54.7 e_tot_ha=-1069.5998
O 0.26 -4.85 -0.40
O 4.14 -2.00 -1.06
O 4.12 2.18 1.72
O -1.50 -1.30 1.56
O -2.81 -0.32 -4.27
O -2.32 0.47 -1.11
O 0.72 1.04 -3.16
O -2.77 3.27 1.14
O 0.82 -1.42 -1.34
O -3.07 -3.49 1.07
O 2.25 2.42 -0.90
O -0.44 0.72 0.85
O 0.78 -0.59 3.88
O -0.20 3.39 1.93
H -2.95 0.13 -3.43
H 1.57 1.76 -0.75
H -3.10 -3.62 2.02
H -0.03 0.45 -3.29
H 0.12 4.28 1.75
H 1.13 -4.61 -0.71
H 0.00 2.98 1.09
H -2.33 -1.39 2.02
H -2.11 3.52 1.78
H -0.05 -1.74 -1.34
H -1.43 0.81 -1.02
H -2.74 2.34 0.91
H -2.48 -2.68 1.07
H 3.54 -1.28 -0.85
H 1.35 0.18 3.87
H 3.55 -2.55 -1.59
H 0.49 -0.84 3.00
H -2.60 0.01 -0.32
H -2.13 -0.99 -4.15
H 3.91 1.35 1.30
H 0.87 -0.62 -0.81
H -1.04 -0.15 1.17
H 0.01 1.33 1.43
H -0.27 -4.09 -0.17
H 3.39 2.76 1.48
H 2.13 2.62 -1.83
H 1.24 0.55 -2.53